Formula: C17H38BrN2
Source: OMol25
Level of theory: ωB97M-V with the def2-TZVPD basis set

The geometry in XYZ format:
```
58
Properties=species:S:1:pos:R:3:mulliken_charge:R:1
C 0.975 12.670 -16.557 -1.400
C -0.079 11.565 -16.871 0.020
C -1.247 11.871 -17.760 -0.049
N -2.181 10.613 -18.042 0.426
C -1.580 9.777 -19.221 -0.231
C -2.537 9.765 -16.787 -0.744
C -3.588 10.555 -16.074 -0.702
C -4.443 11.102 -17.297 -0.670
C -3.618 10.965 -18.536 -0.657
H 1.361 13.088 -17.487 0.381
H 1.685 12.124 -15.936 0.400
H 0.547 13.410 -15.881 0.423
H -0.429 11.211 -15.901 0.511
H 0.451 10.752 -17.368 -0.434
H -0.728 12.319 -18.608 -1.083
H -1.843 12.658 -17.299 0.740
H -0.655 9.322 -18.866 -0.271
H -1.366 10.521 -19.988 0.763
H -2.290 9.030 -19.579 0.501
H -2.965 8.884 -17.267 0.481
H -1.648 9.460 -16.235 0.445
H -4.112 9.905 -15.374 0.477
H -3.110 11.270 -15.404 0.297
H -5.466 10.778 -17.487 0.411
H -4.766 12.128 -17.116 0.311
H -4.228 10.196 -19.009 0.372
H -3.533 11.807 -19.223 0.298
C -0.126 13.515 -19.529 -1.448
C -0.182 12.240 -20.336 0.484
C 1.228 11.708 -20.943 -0.665
C 2.406 11.663 -19.928 -0.354
N 3.570 10.728 -20.228 0.356
C 4.518 10.680 -19.003 -0.678
C 5.979 10.477 -19.525 -0.566
C 5.840 10.738 -21.013 -0.764
C 4.462 11.307 -21.329 -0.645
C 3.085 9.270 -20.581 -0.317
H -1.074 13.683 -19.018 0.582
H -0.132 14.360 -20.218 0.473
H 0.683 13.499 -18.799 -0.025
H -0.857 12.499 -21.152 0.747
H -0.445 11.432 -19.654 -1.078
H 1.427 12.386 -21.772 0.382
H 0.916 10.757 -21.375 0.251
H 1.972 11.194 -19.044 0.145
H 2.947 12.601 -19.802 0.419
H 4.085 9.878 -18.406 0.466
H 4.489 11.568 -18.372 0.314
H 6.207 9.441 -19.273 0.312
H 6.718 11.035 -18.950 0.334
H 6.105 9.831 -21.556 0.314
H 6.591 11.417 -21.417 0.438
H 4.040 11.180 -22.327 0.432
H 4.547 12.390 -21.237 0.417
H 3.987 8.658 -20.560 0.369
H 2.508 9.221 -21.504 0.314
H 2.476 8.988 -19.722 -0.249
Br 1.104 8.693 -18.440 -0.777
```

For the orbital gap, the calculation gives 8.72 eV. Its net charge is +1. The value obtained for the largest force on an atom is 0.065 hartree/bohr.

Formula: C5H35N2O10
Source: OMol25
Level of theory: ωB97M-V with the def2-TZVPD basis set

The geometry in XYZ format:
```
52
Properties=species:S:1:pos:R:3:mulliken_charge:R:1
C -3.151 -0.706 3.322 -1.505
C -3.752 -0.064 2.086 -0.082
C -2.770 0.090 0.962 -0.392
C -3.358 0.746 -0.286 -0.584
C -2.387 0.601 -1.463 -0.832
N -1.169 1.258 -1.119 0.109
N -4.136 1.337 2.370 -0.126
H -2.869 -1.734 3.089 0.394
H -2.244 -0.184 3.645 0.342
H -3.862 -0.732 4.153 0.437
H -4.631 -0.637 1.807 0.386
H -1.946 0.693 1.329 0.012
H -2.354 -0.887 0.742 0.622
H -4.290 0.267 -0.540 0.356
H -3.540 1.805 -0.127 0.450
H -2.803 1.076 -2.361 0.421
H -2.209 -0.451 -1.722 0.386
H -1.212 2.281 -0.905 0.401
H -0.603 0.819 -0.359 0.062
H -3.182 1.860 2.356 0.279
H -4.734 1.693 1.633 0.330
H -4.587 1.448 3.260 0.399
H 0.616 -1.459 1.273 0.357
H 1.822 -0.468 1.311 0.426
O 0.860 -0.514 1.530 -0.683
H 3.035 -1.517 -3.574 0.412
H 1.729 -0.690 -3.443 0.314
O 2.654 -0.611 -3.704 -0.742
H 3.316 -1.421 0.088 0.447
H 3.381 0.126 -0.205 0.427
O 3.335 -0.542 0.521 -0.787
H 1.043 3.358 -1.688 0.286
H 1.807 2.002 -1.446 0.357
O 0.939 2.454 -1.348 -0.565
H 1.433 -3.211 0.051 0.383
H 0.625 -3.819 1.199 0.340
O 0.534 -3.159 0.494 -0.711
H 0.467 1.240 1.507 0.307
H 0.477 2.338 0.433 0.429
O 0.243 2.190 1.395 -0.700
H 4.676 -3.155 -3.553 0.349
H 3.313 -3.769 -3.882 0.327
O 3.742 -3.142 -3.316 -0.784
H -1.295 2.715 1.721 0.407
H -1.941 3.607 2.845 0.323
O -2.208 3.005 2.139 -0.655
H 3.372 -3.156 -1.549 0.399
H 3.836 -3.566 -0.170 0.351
O 3.133 -3.084 -0.583 -0.838
H 3.135 0.565 -2.465 0.438
H 4.099 1.631 -1.964 0.297
O 3.323 1.187 -1.700 -0.779
```

For the orbital gap (spin up / spin down), the calculation gives 10.63 / 5.85 eV. The multiplicity is 2. The value obtained for the energy relative to the best compared isomer or geometry (same formula, charge and spin) is 0.0 kcal/mol. Its net charge is +2. The value obtained for the largest force on an atom is 0.050 hartree/bohr. The expectation value of S² is 0.754.

Formula: C46H71BeBrCaFNO17P2S
Source: OMol25
Level of theory: ωB97M-V with the def2-TZVPD basis set

The geometry in XYZ format:
```
142
Properties=species:S:1:pos:R:3:mulliken_charge:R:1
C -2.231 0.063 3.948 -0.709
C -2.732 1.475 4.285 -0.391
C -1.627 2.384 4.876 -1.125
C -1.453 3.690 4.107 -0.463
C -1.417 3.526 2.462 -1.130
C -0.469 2.386 1.954 3.236
C 1.042 2.804 1.616 -1.259
C 1.511 2.016 0.378 -1.559
C 2.282 0.722 0.665 -0.827
C 1.718 -0.132 1.796 -0.802
C 0.515 -1.042 1.435 0.638
C 0.705 -1.890 0.219 0.110
C 0.441 -1.493 -1.026 0.268
O -0.032 -0.266 -1.370 -0.548
C -1.438 -0.060 -1.165 0.048
C -2.357 -1.106 -1.785 -0.664
C -3.786 -0.526 -1.841 -0.665
C -3.906 0.476 -3.010 -1.163
C 0.739 -2.459 -2.132 -0.247
O 0.069 -2.574 -3.129 -0.543
C 1.955 -3.310 -1.884 0.681
C 2.777 -3.665 -2.925 0.373
F 2.510 -3.288 -4.193 -0.414
C 3.900 -4.424 -2.658 -0.832
S 5.015 -4.898 -3.961 -0.285
C 4.171 -4.842 -1.369 -0.315
C 3.345 -4.533 -0.292 0.955
C 3.606 -5.018 1.125 -0.598
C 5.053 -5.055 1.565 0.275
C 5.422 -4.265 2.648 -0.611
C 6.711 -4.257 3.150 -0.710
C 7.686 -5.034 2.555 -0.336
C 7.346 -5.832 1.476 -0.879
C 6.046 -5.844 1.000 0.084
C 2.239 -3.734 -0.587 0.064
C 1.262 -3.258 0.453 -0.371
O 0.913 -3.924 1.399 -0.585
H -2.359 -0.647 4.760 0.201
H -1.178 0.036 3.669 -0.035
H -2.801 -0.303 3.092 0.339
H -3.238 1.940 3.438 0.334
H -3.495 1.361 5.057 0.322
H -0.674 1.851 4.814 0.452
H -1.775 2.633 5.925 0.501
H -0.539 4.283 4.541 0.217
H -2.319 4.327 4.332 0.451
H -1.051 4.510 1.988 0.387
H -2.457 3.397 2.073 0.170
H -0.967 2.003 1.067 -0.176
H -0.382 1.556 2.648 -1.036
H 1.728 2.668 2.485 0.170
H 1.028 3.889 1.282 1.217
H 2.176 2.668 -0.192 0.372
H 0.638 1.858 -0.254 0.207
H 3.288 1.015 0.976 0.543
H 2.408 0.187 -0.277 0.329
H 1.464 0.452 2.682 0.171
H 2.526 -0.798 2.115 0.491
H -0.399 -0.450 1.407 -0.608
H 0.399 -1.734 2.272 0.804
H -1.712 0.058 -0.112 -0.082
H -1.660 0.894 -1.643 0.395
H -2.332 -2.003 -1.165 0.405
H -2.051 -1.276 -2.813 0.401
H -4.073 -0.066 -0.896 0.366
H -4.447 -1.355 -2.094 0.403
H -3.694 1.479 -2.639 0.288
H -4.884 0.441 -3.482 0.371
H -3.158 0.280 -3.779 0.302
H 5.549 -3.714 -4.298 0.163
H 5.066 -5.425 -1.244 0.189
H 3.136 -5.999 1.237 0.387
H 3.095 -4.335 1.794 0.416
H 4.677 -3.638 3.122 0.318
H 6.939 -3.647 4.013 0.393
H 8.710 -5.047 2.901 0.378
H 8.088 -6.455 0.997 0.384
H 5.825 -6.511 0.178 0.445
C 1.339 8.358 0.591 -0.675
O 2.061 8.369 -0.641 -0.443
P 3.093 7.096 -0.720 0.836
O 2.308 6.022 -0.084 -0.344
O 4.185 7.807 0.272 -0.308
C 4.391 9.224 0.330 -0.738
O 4.259 6.273 -1.491 -0.276
C 4.946 6.889 -2.608 -0.668
H 0.906 9.348 0.724 0.301
H 0.536 7.623 0.537 0.212
H 1.999 8.140 1.433 0.330
H 3.880 9.631 1.204 0.274
H 4.028 9.735 -0.559 0.359
H 5.458 9.407 0.435 0.287
H 5.452 7.802 -2.286 0.296
H 4.248 7.114 -3.413 0.320
H 5.677 6.173 -2.971 0.230
Be 1.517 -2.070 -5.722 0.329
N -4.343 -1.532 6.123 -0.594
C -5.638 -1.122 6.254 -0.407
C -6.723 -1.868 5.815 0.069
C -6.476 -3.083 5.214 0.015
C -5.157 -3.521 5.062 -0.642
C -4.138 -2.722 5.525 -0.246
H -5.774 -0.157 6.723 0.533
H -7.730 -1.499 5.945 0.266
H -7.297 -3.692 4.858 0.391
H -4.934 -4.465 4.588 0.432
H -3.102 -3.019 5.423 0.557
O 0.493 -7.206 0.702 -0.691
H 0.912 -6.358 0.911 0.372
O 2.376 1.648 4.143 -0.948
H 3.238 1.221 4.150 0.121
Ca 0.108 4.946 3.089 0.943
Br -4.715 -2.264 8.440 -0.075
C -12.272 -2.425 5.912 -0.337
C -11.020 -3.125 5.426 -0.304
O -10.159 -2.027 5.108 -0.292
C -10.567 -0.953 5.835 0.673
O -9.956 0.059 5.926 -0.514
O -11.751 -1.201 6.439 -0.322
H -12.800 -2.981 6.682 0.300
H -12.965 -2.193 5.102 0.261
H -10.550 -3.730 6.204 0.263
H -11.193 -3.746 4.551 0.304
O -4.259 3.620 1.465 -0.973
H -5.057 4.111 1.256 0.115
C 3.329 -1.513 -8.912 -0.680
O 3.555 -1.321 -10.320 -0.368
P 3.585 0.210 -10.824 1.077
O 4.239 1.003 -9.774 -0.703
O 1.961 0.405 -10.853 -0.330
C 1.045 -0.675 -11.046 -0.695
O 3.803 1.122 -12.163 -0.273
C 3.723 0.486 -13.454 -0.634
H 3.030 -2.550 -8.777 0.254
H 4.243 -1.330 -8.354 0.324
H 2.535 -0.862 -8.550 0.303
H 0.625 -0.971 -10.084 0.274
H 1.513 -1.541 -11.507 0.342
H 0.235 -0.324 -11.685 0.263
H 2.735 0.041 -13.600 0.282
H 4.491 -0.282 -13.555 0.289
H 3.894 1.249 -14.206 0.237
```

For the orbital gap, the calculation gives 1.41 eV. Its net charge is 0. The value obtained for the largest force on an atom is 0.147 hartree/bohr.

Formula: C3H7N
Source: OMol25
Level of theory: ωB97M-V with the def2-TZVPD basis set

The geometry in XYZ format:
```
11
Properties=species:S:1:pos:R:3:mulliken_charge:R:1
C 4.311 1.005 -0.320 -0.392
C 4.744 0.195 -1.294 -0.458
H 3.471 1.683 -0.434 0.231
H 4.769 0.974 0.742 0.188
H 4.027 -0.316 -1.948 0.194
H 5.729 -0.240 -1.438 0.237
C -5.426 -0.990 0.696 -0.233
N -5.881 0.187 1.151 -0.465
H -4.767 -1.675 1.262 0.232
H -5.659 -1.143 -0.413 0.228
H -5.317 0.321 1.995 0.237
```

For the orbital gap, the calculation gives 10.54 eV. The value obtained for the energy relative to the best compared isomer or geometry (same formula, charge and spin) is 62.0 kcal/mol. Its net charge is 0. The value obtained for the largest force on an atom is 0.091 hartree/bohr.